Entry 1:
The following is a DFT calculation (the ωB97M-V functional and the def2-TZVPD basis) of C13H15NO in the gas phase.

Output
SMILES string	C[C@@H]1[C@@H](C)C12C(=O)N(C)c1ccccc12
ΔE to the lowest compared entry with this formula, charge and spin	103.84	kJ/mol
HOMO-LUMO gap	9.11	eV

```
! RIJCOSX wB97M-V def2-TZVPD def2/J DEFGRID3
* xyz 0 1
H -2.74176 -1.29821 -2.58854
H -0.22644 3.31814 2.65991
H 1.29723 2.30593 3.98343
C 0.11493 2.38362 2.19754
H -2.32072 0.45802 -0.88419
C -0.45377 1.83515 1.05117
H 2.29968 -2.55591 2.42263
C 0.89606 -0.11729 1.56175
H 0.15488 -0.55354 -2.57941
H -0.86308 2.23384 -2.07099
C -0.33246 0.17913 -1.86475
C -0.06464 1.66075 -2.26726
C -2.16496 -1.64657 -1.77552
C 0.01088 0.56927 0.73109
H -1.27526 -2.19713 -2.05720
C -0.25052 -0.30000 -0.41899
N 1.18150 -1.39416 1.01555
H 2.06402 -0.05686 3.42911
H -2.80484 -2.07139 -0.98265
H 3.19624 -1.88281 1.24909
C -1.58745 -0.29972 -1.15483
C 1.03400 1.73857 2.99145
H -1.28387 2.01545 0.42277
O 0.81223 -2.46238 -0.88083
H 0.04030 1.51236 -3.31537
C 0.56346 -1.52256 -0.18316
C 2.24185 -2.26456 1.41003
H 0.82441 1.98321 -1.85136
H 2.17613 -3.14137 0.83259
C 1.39837 0.42487 2.71246
*
```

***

Entry 2:
The following is a DFT calculation (the ωB97M-V functional and the def2-TZVPD basis) of C13H15NO5S in the gas phase.

Output
SMILES string	O=C(O)C1CCN(C(=O)c2scc3c2OCCO3)CC1
ΔE to the lowest compared entry with this formula, charge and spin	157.59	kJ/mol
HOMO-LUMO gap	8.82	eV

```
! RIJCOSX wB97M-V def2-TZVPD def2/J DEFGRID3
* xyz 0 1
O 1.70778 -2.32087 0.94395
C 0.15813 1.69656 1.87711
O 2.32276 2.87690 4.51788
O -0.90413 -1.90578 -1.48048
H -0.25857 1.01580 2.67633
C -1.24978 -1.90615 -0.13462
H -3.53034 -1.26330 -2.23080
H 1.87437 2.98243 1.58840
C -2.56340 -2.33326 0.33610
C 1.00288 -1.36940 0.79990
H -0.53848 2.58279 1.77204
H 0.70718 4.49456 4.56360
C 1.43853 2.96241 3.69400
C -1.82784 -2.65451 -2.30452
O -3.60651 -2.44342 -0.49632
H -0.53171 0.52134 0.07526
C -0.47998 -1.67806 0.92954
C 2.75647 0.38490 1.06277
H 2.28446 0.47908 3.14498
H 0.85200 1.56389 -0.17715
H 3.63892 1.53094 2.57057
C 2.67165 1.21163 2.37494
H -4.02458 -2.95538 -2.30076
C -2.54997 -2.39319 1.69876
C 0.37011 0.98952 0.60712
C -3.27604 -2.27448 -1.87469
O 0.54049 4.01874 3.69182
H 3.18958 0.99090 0.21778
C 1.53496 2.25881 2.37673
H 3.41156 -0.53409 1.24748
H -3.47297 -2.68578 2.11340
S -0.95954 -2.01766 2.50149
H -1.66849 -2.45758 -3.45525
H -1.73384 -3.75238 -2.02480
N 1.35518 -0.04669 0.84053
*
```

***

Entry 3:
The following is a DFT calculation (the ωB97M-V functional and the def2-TZVPD basis) of C13H15NSe in the gas phase.

Output
HOMO-LUMO gap (spin up / spin down)	7.02 / 7.02	eV

```
! RIJCOSX wB97M-V def2-TZVPD def2/J DEFGRID3
* xyz 0 1
C -2.87448 1.39631 0.33235
Se 0.95454 1.89637 0.40782
H -3.72332 -0.37573 -0.38062
C 1.34597 0.74926 -2.23178
C -1.87582 -0.86930 0.72307
C 1.88807 -0.10466 -3.18645
H 3.89475 -1.88907 -1.04740
C 0.80074 0.95012 1.88828
N -0.77789 2.02280 -0.84825
H -2.03135 -1.99144 0.85925
C -3.11711 -0.05951 0.47786
H 0.65561 1.51616 -2.41149
C -1.80361 1.73748 -0.37788
C 2.63903 -0.21062 -0.41792
C -1.27075 -0.63424 2.09142
C 0.26766 -0.49860 2.06235
H 3.31321 -1.60897 -3.49565
C 2.79272 -1.03332 -2.73019
H 1.46041 -0.00146 -4.20483
H -1.49068 -1.46052 2.80895
H 0.65746 -1.33462 1.33126
H 0.64652 -0.64332 3.14404
H -3.89959 -0.26572 1.21351
C 3.16888 -1.03219 -1.41230
H -3.63793 2.02202 0.55717
C 1.63946 0.67196 -0.89477
H -1.01870 -0.65330 -0.03888
H 0.43716 1.53808 2.68997
H 2.80119 -0.06145 0.62733
H -1.84214 0.22749 2.46379
*
```

***

Entry 4:
The following is a DFT calculation (the ωB97M-V functional and the def2-TZVPD basis) of 2 unconnected molecules or ions with the total composition C13H15O2.

Output
ΔE to the lowest compared entry with this formula, charge and spin	0.00	kJ/mol
HOMO-LUMO gap	6.58	eV

```
! RIJCOSX wB97M-V def2-TZVPD def2/J DEFGRID3
* xyz 1 1
H 3.72833 1.45780 -1.20139
H 3.34715 -2.21324 1.72733
C 2.70599 -1.44065 2.14024
H -0.92318 -2.08064 -1.16975
C 0.99075 -0.23238 -0.89701
H 4.02429 -0.38955 3.63730
O 0.85709 -0.23453 2.66648
C 1.35972 -1.23401 1.87273
C -2.27596 1.57342 -1.19808
O 1.83323 0.76313 -0.94441
H 3.39118 -0.06555 -2.08414
H 0.68398 -1.74372 1.20278
H 1.71200 0.96224 4.19703
C -0.90529 1.35734 -1.13646
H 1.41084 -1.24375 -1.00240
C 1.88684 0.17949 3.46889
C -0.41134 0.01637 -1.01359
H -5.11748 0.23932 -2.09201
C -1.32161 -1.06542 -1.14760
C -3.18457 0.49737 -1.20412
H 3.60635 -0.09345 -0.30553
C -4.66366 0.70500 -1.21104
C -2.68859 -0.81637 -1.20211
H -5.13356 0.24305 -0.33538
H -2.67062 2.59099 -1.21618
C 3.04741 -0.51899 3.17988
H -3.40590 -1.64622 -1.21333
H -0.20292 2.18233 -1.15218
H -4.91410 1.76539 -1.21481
C 3.23364 0.48522 -1.15113
*
```

***

Entry 5:
The following is a DFT calculation (the ωB97M-V functional and the def2-TZVPD basis) of a molecular structure, C13H15O3.

Output
ΔE to the lowest compared entry with this formula, charge and spin	182.22	kJ/mol
HOMO-LUMO gap	6.00	eV

```
! RIJCOSX wB97M-V def2-TZVPD def2/J DEFGRID3
* xyz -1 1
H -3.18762 -1.86527 -0.13561
H 0.38958 -2.38997 -3.57216
C 1.98379 1.37668 2.13657
H -0.14184 1.36272 2.56667
C -0.92739 1.49724 -0.67425
H 0.94658 -0.62849 0.42336
C -2.44457 -1.94973 -0.94856
C -1.43182 -0.94488 -1.07591
C 4.27451 1.19377 2.14195
C 0.23281 -0.23805 1.17087
O 2.17141 2.42548 2.75356
C -2.46007 -3.05119 -1.81556
H 4.24600 1.36450 3.24287
O -0.16838 1.71885 -1.65944
H -0.55238 -0.94220 1.66157
H -1.83485 0.07349 0.79502
H -2.32274 3.17917 -0.44719
O 3.02815 0.58635 1.74718
H -1.39399 -4.12625 -3.36279
H 0.33278 -0.35708 -2.15377
H 5.02106 0.45249 1.80585
H 4.36088 2.18807 1.64569
C -0.45562 -2.25297 -2.89976
C -0.45039 -1.12673 -2.08118
C -1.17237 0.13189 -0.07474
C -1.48425 2.69521 0.08317
H -1.82970 2.44289 1.09860
C -1.44855 -3.22938 -2.76864
H -0.67981 3.44373 0.12330
H -3.19798 -3.83901 -1.67253
C 0.59679 0.80867 1.94589
*
```

***

Entry 6:
The following is a DFT calculation (the ωB97M-V functional and the def2-TZVPD basis) of C13H15OP in the gas phase.

Output
ΔE to the lowest compared entry with this formula, charge and spin	482.42	kJ/mol
HOMO-LUMO gap (spin up / spin down)	8.39 / 8.39	eV

```
! RIJCOSX wB97M-V def2-TZVPD def2/J DEFGRID3
* xyz 0 1
H 3.55070 1.56277 1.71364
C 2.96635 0.64011 1.94455
H 1.78495 2.05589 -1.01696
C -2.22274 0.06208 0.05552
C -3.42444 0.69817 0.23672
H 4.19460 -0.64340 -0.49998
C 2.04621 1.11456 -1.51185
C -4.57391 -0.11883 0.04853
C -4.41056 -1.47125 -0.22698
C 0.68022 1.02223 1.40272
P -0.68205 1.14097 0.09019
H 3.11974 -1.85529 0.13012
C 1.03743 0.07405 -1.43435
H 2.65344 1.29036 -2.36120
H -5.18845 -2.17244 -0.24019
C -2.02803 -1.25719 -0.36969
H -1.13171 -1.75069 -0.74496
C 2.14077 0.02414 -0.43185
H -5.53841 0.39186 0.27391
H 3.13111 -1.46768 -1.64035
C 1.90302 0.55378 0.94565
H 0.77709 -0.59466 -2.24433
O -1.15555 2.52670 -0.07465
C -3.17279 -2.00495 -0.46259
H 0.58663 1.71053 2.21764
C 3.17990 -1.00092 -0.56215
H -3.05553 -2.91994 -0.87428
H 2.71259 0.85404 3.03918
H -3.57479 1.67641 0.77857
H 3.69420 -0.14143 1.81942
*
```

***

- What is the formula in the third record?
  C13H15NSe

***

- Number 6 is which compound?
  C13H15OP

***

- Number 4 is which compound?
  C13H15O2